DFT (the ωB97M-V functional and the def2-TZVPD basis) results for a structure of composition C53H46FeIN4O2Sb2 in a non-equilibrium geometry.

Last column: Mulliken spin population.
Atoms and positions in Å:
1 Fe 0.817 0.481 0.507  3.915
2 C -0.661 4.550 -1.093  0.007
3 C -1.476 4.002 0.075  0.004
4 N -2.461 4.739 0.554  -0.003
5 C -2.878 4.466 1.814  0.014
6 C -2.313 3.499 2.608  -0.005
7 C -2.814 3.436 3.987  -0.004
8 O -1.902 3.699 5.039  0.000
9 C -1.364 2.623 2.096  -0.005
10 C -0.578 1.778 3.003  -0.002
11 N 0.220 0.865 2.536  0.067
12 C 1.262 0.251 3.334  -0.046
13 C 0.842 -0.844 4.317  -0.011
14 C 1.688 -1.285 5.240  -0.001
15 C 3.064 -0.780 5.240  0.003
16 C 4.294 0.147 3.674  -0.002
17 C 3.308 0.755 2.635  -0.028
18 I 3.796 1.885 0.875  0.013
19 C -1.014 2.778 0.742  0.028
20 O -0.063 2.172 0.151  0.040
21 H -1.451 5.074 -1.696  0.000
22 H -0.241 3.639 -1.577  -0.001
23 H 0.058 5.273 -0.672  0.001
24 H -3.654 5.165 2.228  0.000
25 H -3.134 2.442 4.255  0.000
26 H -3.709 4.074 3.991  0.000
27 H -1.517 4.567 4.940  0.000
28 H -0.522 2.006 4.091  0.005
29 H -0.198 -1.155 4.383  0.000
30 H 1.433 -2.002 6.031  0.000
31 H 3.487 -1.031 6.246  0.000
32 H 5.349 0.391 3.623  0.000
33 C 0.224 -3.895 -0.266  0.002
34 C 0.083 -2.496 -0.230  -0.034
35 N 0.809 -1.774 0.571  -0.029
36 C 1.815 -2.349 1.260  0.008
37 C 2.129 -3.733 1.127  0.003
38 C 1.325 -4.483 0.288  0.000
39 C 3.231 -4.262 1.852  -0.001
40 C 3.874 -3.515 2.812  0.002
41 C 3.437 -2.206 3.038  -0.003
42 C 4.072 -1.358 4.087  0.000
43 C 3.377 0.638 4.789  -0.002
44 C 2.377 1.275 3.791  0.004
45 N 2.248 -0.209 2.201  0.107
46 C 2.552 -1.590 2.194  -0.048
47 H -0.440 -4.496 -0.866  0.000
48 H -0.730 -1.995 -0.763  0.028
49 H 1.521 -5.542 0.096  0.000
50 H 3.535 -5.269 1.678  0.000
51 H 4.632 -3.986 3.457  0.000
52 H 4.961 -1.838 4.564  0.000
53 H 3.843 1.194 5.599  0.000
54 H 2.008 2.271 3.879  0.003
55 C -2.125 0.291 -1.656  -0.021
56 C -1.598 1.207 -2.851  0.011
57 C -0.364 0.630 -3.540  0.008
58 Sb 1.404 0.525 -2.269  -0.056
59 C 2.594 2.118 -3.106  0.019
60 C 3.228 1.822 -4.312  -0.004
61 C 4.072 2.769 -4.860  0.001
62 C 4.287 3.984 -4.212  0.000
63 C 3.734 4.225 -2.939  0.001
64 C 2.848 3.297 -2.425  0.002
65 C 2.207 -1.328 -2.957  0.005
66 C 3.197 -1.953 -2.223  -0.003
67 C 3.717 -3.168 -2.678  0.000
68 C 3.251 -3.752 -3.865  0.000
69 C 2.189 -3.146 -4.521  0.000
70 C 1.726 -1.919 -4.147  0.000
71 Sb -4.106 0.806 -0.886  -0.001
72 C -3.804 -0.814 0.518  -0.003
73 C -3.107 -0.363 1.647  0.007
74 C -2.641 -1.271 2.607  -0.001
75 C -2.855 -2.607 2.452  0.000
76 C -3.495 -3.091 1.296  0.000
77 C -3.936 -2.177 0.350  0.000
78 C -5.316 -0.192 -2.436  0.001
79 C -6.463 0.475 -2.863  0.000
80 C -7.319 -0.138 -3.795  0.000
81 C -6.870 -1.339 -4.394  0.000
82 C -5.703 -1.994 -4.011  0.000
83 C -4.888 -1.384 -3.042  0.000
84 H -1.445 0.328 -0.795  0.018
85 H -2.126 -0.766 -1.915  0.000
86 H -1.385 2.217 -2.360  -0.006
87 H -2.452 1.327 -3.512  0.000
88 H -0.161 1.147 -4.469  0.001
89 H -0.497 -0.409 -3.823  0.000
90 H 3.229 0.811 -4.689  -0.001
91 H 4.530 2.564 -5.798  0.000
92 H 4.927 4.743 -4.666  0.000
93 H 4.037 5.090 -2.389  0.000
94 H 2.300 3.545 -1.510  0.000
95 H 3.432 -1.558 -1.248  0.000
96 H 4.449 -3.682 -2.018  0.000
97 H 3.587 -4.746 -4.192  0.000
98 H 1.784 -3.719 -5.374  0.000
99 H 0.920 -1.460 -4.769  0.000
100 H -2.869 0.684 1.758  -0.005
101 H -2.263 -0.915 3.555  0.001
102 H -2.466 -3.270 3.226  0.000
103 H -3.682 -4.150 1.163  0.000
104 H -4.519 -2.530 -0.482  0.000
105 H -6.756 1.425 -2.401  0.000
106 H -8.228 0.359 -4.109  0.000
107 H -7.453 -1.799 -5.199  0.000
108 H -5.411 -2.961 -4.383  0.000
109 H -3.900 -1.829 -2.820  0.000

Forces on the atoms, in the same order (eV/Å):
Fe 0.125 -0.223 0.276
C -1.972 -0.887 0.208
C -0.215 -0.114 0.711
N 0.790 -0.315 0.289
C -0.601 0.711 -0.198
C -0.765 0.905 -0.115
C -0.870 -0.236 0.907
O 0.311 0.018 0.085
C 0.600 -0.729 0.076
C 0.968 -0.472 -0.267
N -0.744 0.544 0.399
C 0.623 -0.202 -0.428
C -0.588 0.795 0.127
C -0.100 0.170 -0.176
C 1.474 -1.702 0.970
C 0.625 -0.415 -0.363
C -1.009 -0.659 0.078
I 0.358 -0.049 0.501
C 0.101 2.465 0.411
O 0.951 -1.484 -0.855
H 1.210 -0.335 0.095
H 0.199 1.321 -0.091
H -0.046 -0.453 -0.493
H 0.753 -0.901 -0.481
H -0.421 -0.549 -0.198
H 0.225 -0.009 0.566
H 0.082 0.505 -0.112
H -0.459 0.064 -0.703
H 0.088 0.126 -0.502
H -0.223 0.255 -0.579
H -0.053 0.471 -0.865
H -0.045 0.468 -0.163
C 0.236 -0.008 -1.105
C -1.131 -0.948 0.428
N 0.449 1.600 -0.356
C 0.455 -1.265 0.463
C 0.969 1.032 0.528
C -0.810 -0.870 -0.418
C 0.056 0.608 0.415
C -0.655 -1.263 -0.199
C 1.148 1.260 0.224
C -0.511 0.529 0.587
C 0.139 0.608 0.598
C 0.267 -1.329 -0.162
N -0.288 -0.104 1.412
C -0.284 -0.407 -0.693
H -0.192 0.068 -0.157
H 0.289 -0.158 0.073
H -0.031 0.341 0.273
H 0.058 -0.640 -0.125
H -0.319 0.445 -0.448
H -0.654 0.465 -0.608
H -0.449 0.588 -0.173
H 0.078 0.744 0.230
C 0.548 0.704 -0.818
C -0.265 -0.031 2.556
C 0.052 0.001 0.268
Sb -0.568 0.480 0.204
C -0.157 -1.374 -0.096
C 0.560 0.226 0.953
C -0.383 0.614 0.179
C 0.164 0.171 0.507
C 0.322 -0.630 -1.407
C -0.564 0.363 0.541
C -0.437 0.695 -1.306
C -0.509 -0.675 -0.287
C 0.611 -0.518 0.536
C -0.030 -0.269 1.185
C 0.553 -1.437 -1.295
C -0.961 1.040 0.234
Sb -0.109 -0.679 -0.526
C 0.984 1.047 0.463
C 0.136 -0.676 -0.020
C -0.636 1.200 -0.031
C 0.108 -1.380 -0.430
C 0.365 0.401 0.611
C -0.836 -0.523 -0.034
C 1.418 0.335 0.211
C -0.923 -0.609 0.242
C 1.651 -0.406 -0.319
C -0.911 -0.023 -0.189
C 0.348 1.117 1.021
C -0.277 -0.010 -0.197
H -0.162 0.318 -0.005
H -0.256 -0.159 -0.411
H -0.270 -1.201 -0.952
H 0.159 0.131 -0.473
H 0.370 0.326 -0.115
H -0.435 -0.220 0.078
H -0.378 -0.035 -0.410
H 0.428 -0.025 -0.554
H -0.105 -0.314 0.148
H -0.168 0.497 0.192
H 0.276 -0.280 -0.094
H 0.492 0.061 0.156
H -0.432 0.324 -0.787
H 0.023 0.624 0.222
H 0.036 0.733 0.352
H 0.835 -0.297 0.743
H -0.243 0.234 0.160
H 0.368 0.173 -0.087
H -0.340 -0.096 -0.247
H 0.074 0.053 0.001
H -0.010 -0.248 -0.387
H 0.126 -0.348 -0.178
H 0.018 -0.150 -0.064
H -0.031 0.205 0.403
H -0.066 -0.061 -0.484
H -0.758 0.221 0.145

Results
Calculated total energy in a.u.: -4458.3149
HOMO energy (spin up / spin down) in eV: -10.043 / -10.117
Orbital gap (spin up / spin down) in eV: 7.119 / 7.156
Net charge: +1
2S+1: 5
Expectation value of S²: 6.012
Energy above the lowest of the compared OMol25 structures with the same formula, charge and spin in kcal/mol: 0.00
Molar mass in g mol⁻¹: 1197.25